{"formula": "C12H17BN6O2Os", "method": "ωB97M-V with the def2-TZVPD basis set", "homo_lumo_gap_ev": [7.96, 5.14], "e_tot_ev": -28846.2776, "s2": 6.0928, "total_charge": 4, "homo_ev": [-23.894, -23.285], "spin_multiplicity": 5, "elements": ["C", "N", "N", "C", "C", "B", "N", "N", "C", "C", "C", "Os", "N", "N", "C", "C", "C", "H", "H", "H", "H", "H", "H", "H", "H", "H", "H", "H", "C", "H", "H", "H", "C", "O", "C", "O", "H", "H", "H"], "coordinates": [[-0.831, -1.053, 2.676], [-0.995, -0.836, 1.342], [-2.268, -1.352, 0.986], [-2.823, -1.874, 2.088], [-1.949, -1.730, 3.144], [-2.738, -1.295, -0.491], [-2.630, 0.200, -0.967], [-1.377, 0.832, -0.878], [-1.481, 2.089, -1.386], [-2.795, 2.265, -1.831], [-3.480, 1.076, -1.541], [0.262, 0.000, -0.014], [-1.632, -2.065, -1.282], [-0.309, -1.590, -1.185], [0.461, -2.352, -1.998], [-0.357, -3.312, -2.614], [-1.657, -3.095, -2.144], [1.519, -2.124, -2.062], [-2.608, -3.570, -2.361], [-0.027, -4.061, -3.302], [-3.845, -1.727, -0.647], [-4.508, 0.801, -1.705], [-3.806, -2.329, 2.071], [-3.153, 3.155, -2.297], [-2.071, -2.074, 4.152], [-0.602, 2.722, -1.357], [0.044, -0.704, 3.222], [1.315, 1.439, -1.027], [1.695, 2.411, -0.589], [1.366, 3.231, -1.238], [1.305, 2.556, 0.426], [2.789, 2.377, -0.558], [2.942, -2.034, 2.240], [1.889, -1.587, 1.374], [1.961, -0.276, 0.938], [2.902, 0.479, 1.140], [3.096, -1.405, 3.128], [3.859, -2.112, 1.657], [2.618, -3.030, 2.546]]}

---

{"formula": "C12H17Cl5O3Pd", "method": "ωB97M-V with the def2-TZVPD basis set", "homo_lumo_gap_ev": [4.68, 4.52], "relative_energy_kcal_mol": 74.5, "e_tot_ev": -84950.4056, "s2": 6.0301, "total_charge": -2, "homo_ev": [0.066, -0.921], "spin_multiplicity": 5, "elements": ["C", "C", "C", "C", "C", "C", "C", "C", "C", "C", "Pd", "Cl", "Cl", "Cl", "H", "H", "H", "H", "H", "H", "H", "H", "H", "H", "H", "H", "H", "H", "H", "O", "H", "Cl", "C", "Cl", "C", "O", "O", "H"], "coordinates": [[0.901, -1.050, -1.340], [-0.418, -1.080, -1.836], [-1.290, -1.268, -0.743], [-0.844, -0.969, -3.256], [-0.514, -1.371, 0.425], [0.843, -1.207, 0.063], [2.032, -1.208, 0.951], [2.151, -0.915, -2.134], [-2.779, -1.373, -0.832], [-1.064, -1.656, 1.781], [-0.010, 2.875, -1.059], [-1.971, 2.131, -1.172], [0.736, 1.942, -3.145], [-3.129, 1.728, 0.603], [-0.035, -0.569, -3.866], [-1.695, -0.284, -3.348], [-1.148, -1.949, -3.643], [-3.189, -0.552, -1.427], [-3.214, -1.317, 0.167], [-3.080, -2.319, -1.297], [-1.809, -0.893, 2.042], [-0.263, -1.629, 2.520], [-1.550, -2.640, 1.803], [1.726, -1.176, 1.995], [2.651, -0.318, 0.737], [2.643, -2.105, 0.784], [1.987, -0.231, -2.970], [2.478, -1.889, -2.521], [2.941, -0.484, -1.514], [3.947, 1.448, 0.343], [3.020, 2.275, 0.737], [-1.679, 2.409, 4.115], [-0.103, 2.936, 3.526], [1.201, 2.536, 4.644], [0.150, 2.181, 2.176], [0.323, 3.061, 1.217], [0.171, 0.914, 2.123], [-0.116, 4.017, 3.351]]}

---

{"formula": "C12H17F3IN2O7P", "method": "ωB97M-V with the def2-TZVPD basis set", "homo_lumo_gap_ev": 7.30, "e_tot_ev": -55572.9594, "total_charge": 0, "homo_ev": -9.082, "smiles": "O=C1OC(=O)C(P(O)I)=C1CCOCC(F)(F)F.CC(N)=O.CC(N)=O", "elements": ["O", "C", "O", "C", "O", "C", "P", "O", "I", "C", "C", "C", "O", "C", "C", "F", "F", "F", "H", "H", "H", "H", "H", "H", "H", "C", "C", "N", "O", "H", "H", "H", "H", "H", "C", "C", "N", "O", "H", "H", "H", "H", "H"], "coordinates": [[6.636, -3.683, -2.395], [6.509, -2.506, -1.960], [7.620, -1.655, -1.591], [7.054, -0.407, -1.142], [7.768, 0.539, -0.735], [5.440, -0.431, -1.279], [4.211, 0.956, -0.915], [4.456, 2.087, -2.214], [4.842, 2.236, 1.097], [5.124, -1.730, -1.771], [3.740, -2.450, -2.126], [2.675, -2.412, -0.915], [1.817, -1.246, -0.887], [0.968, -1.158, -2.055], [-0.398, -0.386, -1.706], [-1.506, -1.222, -1.997], [-0.429, 0.819, -2.472], [-0.344, -0.031, -0.323], [3.582, 2.204, -2.659], [3.998, -3.570, -2.285], [3.303, -2.107, -3.140], [2.031, -3.354, -0.827], [3.301, -2.368, 0.059], [0.818, -2.213, -2.471], [1.547, -0.537, -2.846], [-3.126, 1.288, 2.532], [-1.961, 1.887, 3.269], [-0.737, 1.709, 2.698], [-2.080, 2.500, 4.318], [-3.822, 2.078, 2.268], [-3.622, 0.563, 3.179], [-2.809, 0.782, 1.617], [-0.588, 1.212, 1.835], [0.060, 2.102, 3.174], [-7.991, 1.788, 2.283], [-6.747, 1.283, 1.607], [-6.914, 0.233, 0.758], [-5.644, 1.770, 1.794], [-8.142, 2.835, 2.015], [-7.869, 1.701, 3.364], [-8.875, 1.220, 1.985], [-7.802, -0.201, 0.574], [-6.093, -0.124, 0.293]]}

---

{"formula": "C12H17F6N5O10S2", "method": "ωB97M-V with the def2-TZVPD basis set", "homo_lumo_gap_ev": 8.88, "relative_energy_kcal_mol": 0.0, "e_tot_ev": -78607.7128, "total_charge": 0, "homo_ev": -8.482, "elements": ["C", "C", "O", "O", "C", "O", "C", "N", "C", "N", "N", "C", "N", "C", "O", "C", "O", "C", "C", "O", "H", "H", "H", "H", "H", "H", "H", "H", "H", "H", "H", "H", "H", "H", "H", "H", "H", "C", "F", "F", "F", "S", "O", "O", "N", "S", "O", "O", "C", "F", "F", "F"], "coordinates": [[1.346, -3.174, 1.632], [-0.033, -3.732, 1.576], [-0.485, -4.488, 2.351], [-0.792, -3.301, 0.474], [-1.381, -2.081, 0.584], [-2.347, -1.884, 1.238], [-0.725, -0.994, -0.248], [-1.590, 0.160, -0.231], [-2.617, 0.400, -1.062], [-2.938, -0.440, -2.074], [-3.211, 1.545, -0.759], [-2.538, 2.017, 0.264], [-1.534, 1.229, 0.615], [-0.505, 1.460, 1.621], [-0.473, 0.405, 2.536], [0.513, 0.644, 3.562], [1.469, 1.438, 2.969], [2.848, 1.085, 2.985], [2.974, 0.196, 1.779], [3.719, 0.871, 0.774], [2.023, -4.012, 1.662], [1.454, -2.590, 2.529], [1.571, -2.594, 0.753], [-0.580, -1.342, -1.258], [0.219, -0.746, 0.203], [-2.230, -0.730, -2.723], [-3.873, -0.760, -2.218], [-2.749, 2.955, 0.727], [-0.761, 2.387, 2.120], [0.417, 1.582, 1.076], [0.071, 1.118, 4.436], [0.876, -0.336, 3.847], [3.406, 1.995, 2.838], [3.229, 0.627, 3.890], [1.980, 0.013, 1.393], [3.488, -0.730, 2.011], [4.170, 0.216, 0.241], [0.525, 2.813, -1.500], [1.406, 3.298, -0.629], [-0.698, 2.890, -0.935], [0.528, 3.574, -2.583], [0.953, 1.069, -1.898], [0.865, 0.390, -0.630], [2.251, 1.124, -2.490], [-0.266, 0.794, -2.856], [-0.466, -0.670, -3.436], [-0.881, -1.636, -2.450], [0.505, -1.093, -4.394], [-1.989, -0.305, -4.399], [-1.765, 0.624, -5.321], [-2.972, 0.130, -3.593], [-2.404, -1.414, -5.001]]}

---

{"formula": "C12H17FN3O2S", "method": "ωB97M-V with the def2-TZVPD basis set", "homo_lumo_gap_ev": 6.90, "e_tot_ev": -34827.3211, "total_charge": 1, "homo_ev": -12.242, "elements": ["C", "C", "C", "F", "C", "C", "C", "N", "S", "C", "O", "N", "O", "H", "H", "H", "H", "H", "H", "H", "H", "H", "H", "H", "H", "N", "C", "C", "C", "C", "C", "H", "H", "H", "H", "H"], "coordinates": [[-1.710, -0.050, -2.874], [-1.470, -0.847, -1.597], [-0.023, -1.154, -1.310], [0.424, -2.055, -2.280], [0.950, -0.004, -1.437], [2.404, -0.171, -0.970], [2.901, 1.229, -1.342], [1.785, 2.018, -0.760], [1.997, 3.610, -0.144], [0.682, 1.324, -0.778], [-0.439, 1.765, -0.266], [-1.139, 2.932, -1.118], [-1.224, 3.878, -0.523], [-1.471, -0.637, -3.753], [-2.760, 0.216, -2.940], [-1.152, 0.881, -2.911], [-1.948, -0.392, -0.738], [-1.945, -1.815, -1.727], [0.097, -1.659, -0.358], [0.973, 0.267, -2.501], [2.340, -0.182, 0.117], [2.968, -1.016, -1.332], [3.856, 1.491, -0.914], [2.860, 1.311, -2.424], [3.325, 3.603, -0.262], [-1.465, -1.553, 1.653], [-1.584, -2.530, 2.549], [-1.302, -2.370, 3.898], [-0.870, -1.132, 4.340], [-0.741, -0.104, 3.418], [-1.052, -0.366, 2.094], [-1.922, -3.484, 2.163], [-1.419, -3.199, 4.582], [-0.640, -0.968, 5.384], [-0.409, 0.880, 3.721], [-0.969, 0.418, 1.342]]}

---

{"formula": "C12H17N", "method": "ωB97M-V with the def2-TZVPD basis set", "homo_lumo_gap_ev": 8.78, "relative_energy_kcal_mol": 34.6, "e_tot_ev": -14208.8381, "total_charge": 0, "homo_ev": -7.838, "smiles": "Cc1c[nH]c2ccccc12.CCC", "elements": ["C", "C", "C", "N", "C", "C", "C", "C", "C", "C", "H", "H", "H", "H", "H", "H", "H", "H", "H", "C", "C", "C", "H", "H", "H", "H", "H", "H", "H", "H"], "coordinates": [[-0.058, 2.807, 1.113], [-0.409, 1.685, 0.218], [-1.598, 1.015, 0.190], [-1.686, 0.206, -0.981], [-0.460, 0.277, -1.624], [0.087, -0.544, -2.577], [1.359, -0.230, -3.126], [2.069, 0.801, -2.545], [1.543, 1.543, -1.473], [0.288, 1.282, -0.968], [0.818, 2.653, 1.748], [-0.791, 3.063, 1.883], [0.050, 3.682, 0.460], [-2.527, 1.163, 0.709], [-2.366, -0.489, -1.202], [-0.459, -1.396, -2.975], [1.626, -0.800, -4.005], [2.924, 1.276, -3.019], [2.244, 2.074, -0.823], [0.287, -0.901, 2.335], [0.108, -1.874, 1.164], [-1.185, -2.678, 1.453], [-0.548, -0.535, 2.936], [0.789, -0.014, 1.960], [0.961, -1.405, 3.043], [0.031, -1.416, 0.181], [1.053, -2.422, 1.040], [-0.945, -3.293, 2.347], [-1.942, -1.937, 1.676], [-1.262, -3.592, 0.861]]}